Below is 18 unconnected molecules or ions with the total composition C44H131N7O18 at a distorted geometry, with properties calculated with ωB97M-V/def2-TZVPD.

```
200
C44H131N7O18 | the OMol25 dataset | ωB97M-V/def2-TZVPD
O -0.90941 1.82347 4.27672
H -0.08086 1.29117 4.06973
H -1.26718 1.43729 5.11993
O 0.50477 -1.97451 -2.98087
H 1.16135 -1.32469 -2.98498
H 0.93233 -2.78100 -2.73741
O -2.14720 3.67080 2.52816
H -1.72987 3.15270 3.21602
H -2.94484 3.20956 2.46552
C 4.19429 -4.49708 -0.95286
C 2.97154 -3.58922 -0.69081
C 3.16048 -2.06419 -0.97491
O 4.12799 -1.45786 -0.18446
C 4.26639 -0.13106 -0.64275
N 1.80234 -4.12227 -1.43981
H 4.25667 -4.74719 -2.02472
H 4.06109 -5.47386 -0.44284
H 5.13479 -4.14736 -0.60461
H 2.76267 -3.67089 0.38352
H 2.26018 -1.55542 -0.72384
H 3.38947 -2.04932 -2.03822
H 3.38147 0.39535 -0.30234
H 4.21610 -0.13300 -1.72736
H 5.16549 0.30149 -0.22077
H 1.99642 -5.09770 -1.76787
H 0.91737 -4.13636 -0.95967
C 1.31099 -6.15785 2.90077
C 0.54349 -5.52236 1.72407
C -0.81326 -6.19212 1.40105
O -0.71650 -7.41927 0.67958
C -0.65334 -7.20587 -0.75178
N 0.31423 -4.08353 1.90166
H 0.77988 -6.19103 3.86097
H 2.30194 -5.71000 2.91937
H 1.48616 -7.23036 2.69899
H 1.15880 -5.66203 0.84106
H -1.49921 -5.47401 0.85133
H -1.29379 -6.49479 2.37285
H -1.68938 -7.18735 -1.14181
H -0.14136 -8.06148 -1.20134
H -0.02615 -6.38805 -1.12026
H 1.19042 -3.66006 2.11685
H -0.13314 -3.53472 1.15864
C -1.26693 7.99521 -0.07527
C -1.78925 6.94704 0.87504
C -2.06861 7.51104 2.20910
O -0.96159 8.34077 2.66264
C -1.22081 8.88178 3.89836
N -2.94727 6.19297 0.32547
H -2.08500 8.73990 -0.22508
H -1.20547 7.46814 -1.03830
H -0.28665 8.41007 0.21231
H -0.92729 6.19925 0.94592
H -2.23557 6.69446 2.86096
H -2.90635 8.21067 2.25331
H -2.18378 9.39212 3.82871
H -0.43101 9.62082 4.17202
H -1.29867 8.15863 4.75139
H -3.79541 6.76645 0.29830
H -3.18183 5.54247 1.02756
C 0.07964 -4.50387 -6.25726
C 0.24018 -4.82200 -4.74621
C -0.98312 -4.29488 -3.94421
O -0.91342 -4.40376 -2.56595
C -2.07740 -3.83995 -1.91948
N 0.45036 -6.24125 -4.65016
H -0.79214 -5.10121 -6.68773
H 1.03508 -4.67234 -6.89197
H -0.13993 -3.43558 -6.30684
H 1.03963 -4.27062 -4.27267
H -1.80781 -4.86570 -4.36162
H -1.12527 -3.21332 -4.08337
H -3.01153 -4.43371 -2.15286
H -2.15321 -2.78961 -2.16226
H -1.82668 -3.95320 -0.84283
H 0.06965 -6.63163 -5.51277
H -0.15409 -6.63374 -3.94691
C 3.13785 3.48609 -1.18156
C 2.01494 2.93138 -0.30856
C 1.38757 3.87332 0.71663
O 2.28218 4.13968 1.79561
C 2.14623 5.32907 2.44112
N 1.08551 2.37846 -1.26589
H 3.71669 2.63167 -1.58519
H 3.76638 4.26960 -0.77186
H 2.62930 4.02433 -2.05999
H 2.54697 2.09830 0.21618
H 0.54161 3.30617 1.13375
H 1.05903 4.72326 0.15276
H 1.14509 5.63953 2.35508
H 2.71401 6.11912 1.95236
H 2.35757 5.20889 3.52143
H 0.71153 3.09958 -1.82532
H 0.33414 2.01462 -0.77789
C -2.50611 0.51089 -5.43731
C -2.91078 0.48357 -3.97985
C -4.40963 0.11633 -3.79347
O -5.08326 1.16703 -4.48590
C -6.43029 0.82466 -4.51797
N -2.00729 -0.34502 -3.20914
H -1.47145 0.73260 -5.59248
H -3.09703 1.23920 -6.00104
H -2.63466 -0.53569 -5.78135
H -2.85562 1.51645 -3.54464
H -4.64192 0.25267 -2.70691
H -4.74456 -0.86836 -4.18197
H -6.84266 0.26408 -3.65879
H -6.73403 0.28983 -5.40317
H -6.99032 1.77766 -4.47780
H -1.77818 -0.00430 -2.29609
H -1.27622 -0.73434 -3.74165
C 0.73516 -0.14013 1.20136
C -0.65949 -0.78614 1.17260
C -1.73822 0.28417 0.97645
O -1.58000 0.94270 -0.21854
C -2.57130 1.95034 -0.48235
N -0.67296 -1.81303 0.13826
H 1.46915 -1.01857 1.23160
H 0.89835 0.63804 1.96257
H 0.94446 0.33568 0.27788
H -0.80578 -1.30854 2.12440
H -1.69519 1.00660 1.81259
H -2.77197 -0.15741 0.93511
H -3.60436 1.61687 -0.28769
H -2.42536 2.17223 -1.51218
H -2.34064 2.88984 -0.03678
H -1.54291 -2.33626 0.09540
H -0.40414 -1.47633 -0.78859
C -4.26590 -2.78654 3.43278
C -4.02191 -3.69596 2.27395
O -3.47896 -2.93770 1.20061
H -4.68423 -3.34585 4.26231
H -5.08925 -2.13154 3.14535
H -3.45759 -2.14660 3.66470
H -4.94988 -4.26885 2.04424
H -3.12865 -4.30737 2.47146
H -4.14419 -2.27827 1.00198
C 3.10293 1.91715 -4.80904
C 1.71634 1.39915 -4.43987
O 1.79129 0.61565 -3.30213
H 3.70133 1.14930 -5.20867
H 3.50440 2.44155 -3.90719
H 2.95675 2.68580 -5.57421
H 1.34403 0.90974 -5.39671
H 1.18760 2.34762 -4.18253
H 1.51902 1.17333 -2.60448
C -1.14143 4.76694 -4.51541
C -2.08492 4.74665 -3.34434
O -1.34579 4.84203 -2.08063
H -1.58387 4.26912 -5.40993
H -0.24575 4.24608 -4.19019
H -0.84838 5.82361 -4.73126
H -2.73261 3.88359 -3.41711
H -2.78412 5.57559 -3.45159
H -1.98457 5.26694 -1.47423
C -6.31612 1.33952 0.91671
C -6.69272 -0.12877 0.47929
O -5.53115 -0.92676 0.19682
H -5.68196 1.34867 1.81840
H -7.16411 2.05446 1.06940
H -5.75336 1.80260 0.15063
H -7.03515 -0.05848 -0.50141
H -7.21113 -0.69238 1.24383
H -5.34687 -0.97145 -0.74699
C 6.89308 3.19002 0.50084
C 5.94468 3.75465 1.59201
O 4.88192 2.86725 1.90282
H 7.97690 3.46024 0.70031
H 6.56520 3.41997 -0.47488
H 6.97894 2.09540 0.57377
H 5.40503 4.59240 1.06457
H 6.56704 4.18536 2.41861
H 4.08087 3.38537 1.96750
C 2.90146 1.73805 4.32651
C 2.56901 0.21775 4.22024
O 1.20058 0.04863 4.60080
H 2.46266 2.32067 3.51587
H 4.00092 1.79379 4.27100
H 2.52858 2.10980 5.33182
H 3.23222 -0.46318 4.86010
H 2.66279 -0.09482 3.17888
H 0.92914 -0.88657 4.33705
C 5.80791 -4.03385 2.78486
C 4.68735 -3.19731 3.45942
O 3.68331 -2.82617 2.50332
H 6.53520 -4.41150 3.51060
H 6.19178 -3.55730 1.89093
H 5.34092 -5.02976 2.48210
H 5.11311 -2.21978 3.83970
H 4.23699 -3.78486 4.25943
H 4.04465 -2.19788 1.88097
C 1.24084 -3.49659 6.36989
C 0.01875 -2.94199 5.67814
O 0.30709 -2.32451 4.37951
H 0.92628 -3.49167 7.46716
H 1.99107 -2.74172 6.31176
H 1.63529 -4.43964 6.02195
H -0.47868 -2.14514 6.24772
H -0.71514 -3.68768 5.36969
H 0.29374 -3.01567 3.72125
```

Calculated values
LUMO energy: 0.0136 hartree
Gap between HOMO and LUMO: 0.324 Eh
Total energy: -95031.4784 eV
Spin multiplicity: 1